No. 1
Entry from the Open Molecules 2025 dataset: a structure of composition C11H19BBeNO4 (ωB97M-V/def2-TZVPD).

The geometry in XYZ format:
```
37
Properties=species:S:1:pos:R:3:mulliken_charge:R:1
C 2.240 -2.454 2.807 -0.20
C 1.060 -2.355 2.638 -0.33
C -0.357 -1.979 2.714 -0.74
C -0.685 -0.729 1.884 0.17
C 0.300 0.434 2.047 -0.67
C 0.470 1.229 0.760 -0.09
C -0.783 2.049 0.275 -0.70
O -1.161 1.379 -0.892 -0.49
B 0.058 0.818 -1.448 0.88
C 0.724 2.131 -2.346 -0.41
O 1.741 2.753 -1.636 -0.01
O 1.570 4.152 -1.809 -0.36
N -0.087 -0.312 -2.467 -0.65
C -0.708 -1.360 -2.140 0.78
C -2.215 -1.465 -2.100 -1.20
C 0.046 -2.616 -1.757 -1.17
O 0.886 0.474 -0.317 -0.54
H 3.287 -2.515 2.992 0.41
H -0.698 -1.930 3.745 0.41
H -0.913 -2.809 2.263 0.36
H -1.661 -0.373 2.227 0.38
H -0.836 -0.990 0.842 -0.41
H -0.076 1.199 2.793 0.25
H 1.308 0.120 2.347 0.45
H 1.352 1.929 0.922 0.57
H -1.572 2.003 1.024 0.44
H -0.398 3.062 0.105 0.36
H 1.081 1.692 -3.288 0.42
H -0.040 2.870 -2.582 0.34
H 2.133 4.536 -1.121 0.34
H -2.504 -2.111 -1.270 0.33
H -2.517 -1.937 -3.039 0.43
H -2.684 -0.488 -2.039 0.29
H 1.084 -2.584 -2.072 0.34
H 0.010 -2.774 -0.678 0.17
H -0.454 -3.472 -2.216 0.44
Be 0.997 2.423 2.829 0.42
```

The calculation puts the HOMO-LUMO gap at 2.56 eV. The LUMO energy comes out at -8.1 eV. As for the molar mass: 249.1 g mol⁻¹. The relative energy (zero: lowest compared OMol25 entry of this formula, charge and spin) comes out at 0.000 eV. Its total charge is +1. The calculation puts the energy at -825.2113 Ha.

=====

No. 2
Entry from the Open Molecules 2025 dataset: a structure of composition C11H19BBr2N2O4 (ωB97M-V/def2-TZVPD).

The geometry in XYZ format:
```
39
Properties=species:S:1:pos:R:3:mulliken_charge:R:1
C -1.348 3.044 0.989 -1.23
C -0.398 1.851 1.676 0.63
C -0.759 1.922 3.307 -1.17
C 1.209 2.096 1.458 0.11
C 1.979 1.034 2.495 -1.18
C 1.769 1.735 -0.043 -0.76
O 0.729 1.453 -1.044 -0.19
C 0.881 0.123 -1.653 -0.04
N 2.059 -0.592 -2.277 -0.08
C 1.718 -2.001 -2.782 -0.50
C 0.124 -2.200 -2.454 0.23
C -0.913 -3.448 -2.690 -0.41
C -0.728 -4.451 -1.365 0.34
O -1.681 -4.673 -0.456 -0.42
Br 1.088 -5.338 -1.123 -0.13
N -0.241 -0.878 -1.816 0.48
B -1.579 -0.378 -1.303 0.42
O -2.158 0.884 -1.814 -0.60
O -2.340 -1.099 -0.259 -0.41
H -1.444 3.881 1.834 0.45
H -0.871 3.509 0.026 0.25
H -2.446 2.635 0.833 0.24
H -0.703 0.773 1.338 0.03
H -1.798 2.483 3.477 0.37
H 0.062 2.489 3.919 0.24
H -0.950 0.813 3.704 0.30
H 1.469 3.226 1.699 0.36
H 2.077 1.585 3.522 0.31
H 1.358 0.036 2.556 0.29
H 3.082 0.850 2.093 0.38
H 2.574 0.877 -0.032 0.41
H 2.348 2.707 -0.422 0.19
H 3.026 -0.206 -2.382 0.27
H 2.389 -2.806 -3.302 0.37
H -2.015 -2.992 -2.744 0.20
H -0.699 -4.022 -3.692 0.34
H -2.760 0.721 -2.598 0.31
H -3.314 -0.864 -0.393 0.31
Br -0.795 -4.779 1.716 -0.68
```

The calculation puts the HOMO-LUMO gap at 4.24 eV. The LUMO energy comes out at -1.2 eV. As for the molar mass: 413.9 g mol⁻¹. Its total charge is 0. The calculation puts the energy at -6013.5670 Ha.

=====

No. 3
Entry from the Open Molecules 2025 dataset: the ion C11H19BNO with charge +1 (ωB97M-V/def2-TZVPD).

The geometry in XYZ format:
```
33
Properties=species:S:1:pos:R:3:mulliken_charge:R:1
C 2.582 -2.451 -0.024 -0.92
C 3.102 -1.074 -0.670 -0.57
C 3.316 0.045 0.440 -0.85
C 2.679 1.445 0.092 -0.78
C 1.122 1.505 0.212 0.20
C 0.184 0.475 -0.238 0.28
C -1.306 0.640 -0.118 0.72
B -2.243 -0.542 -0.694 0.40
O -2.139 -0.830 -2.088 -0.58
C -3.251 -1.444 0.151 -0.43
C -4.716 -0.755 0.101 -0.85
C -1.771 1.906 0.495 -0.69
C -0.772 2.890 0.927 -0.35
N 0.596 2.675 0.774 -0.01
H 1.499 -2.646 -0.268 0.19
H 3.188 -3.302 -0.454 0.30
H 2.670 -2.444 1.097 0.29
H 2.412 -0.732 -1.501 0.43
H 4.067 -1.346 -1.193 0.44
H 4.436 0.212 0.495 0.32
H 3.033 -0.334 1.466 0.43
H 3.085 2.181 0.853 0.36
H 2.995 1.775 -0.935 0.29
H 0.553 -0.468 -0.702 -0.32
H -1.171 -0.826 -2.250 0.31
H -2.913 -1.687 1.193 0.34
H -3.369 -2.435 -0.385 0.26
H -5.297 -1.022 1.017 0.28
H -5.210 -1.138 -0.838 0.31
H -4.553 0.349 -0.034 0.18
H -2.868 2.087 0.608 0.31
H -1.132 3.844 1.387 0.36
H 1.191 3.449 1.085 0.32
```

Its SMILES is CCCCc1cc(B(O)CC)cc[nH+]1. The calculation puts the HOMO-LUMO gap at 9.22 eV. The LUMO energy comes out at -4.6 eV. As for the molar mass: 192.1 g mol⁻¹. Its total charge is +1. The calculation puts the energy at -585.1421 Ha.

=====

No. 4
Entry from the Open Molecules 2025 dataset: a cluster of 2 separate species, C11H19IO5 in total (ωB97M-V/def2-TZVPD).

The geometry in XYZ format:
```
36
Properties=species:S:1:pos:R:3:mulliken_charge:R:1
C 5.004 0.971 1.258 -0.91
C 3.918 -0.142 1.839 -0.29
O 2.549 0.032 1.260 -0.22
C 1.866 -1.268 1.366 0.21
C 0.291 -1.164 1.873 -0.99
C -0.684 -0.314 0.865 -0.09
C -0.384 1.296 0.799 -0.77
I 0.201 2.216 2.697 -0.03
O 1.888 -2.086 0.144 -0.32
C 2.445 -1.359 -1.008 0.19
O 1.830 -0.398 -1.709 -0.47
H 6.050 0.397 1.236 0.30
H 4.739 1.206 0.132 0.25
H 5.108 1.925 1.929 0.27
H 4.366 -1.201 1.530 0.29
H 3.902 -0.112 3.029 0.27
H 2.419 -1.911 2.206 0.29
H 0.204 -0.837 3.018 0.32
H -0.114 -2.286 1.857 0.32
H -0.478 -0.735 -0.233 0.14
H -1.818 -0.582 1.093 0.24
H -1.412 1.810 0.477 0.30
H 0.378 1.593 -0.070 0.33
H 3.549 -1.636 -1.371 0.33
O -3.792 -1.717 -0.437 -0.60
C -3.807 -0.672 -1.066 0.55
C -4.039 -0.549 -2.541 -0.39
C -3.568 0.856 -2.820 -0.52
C -3.836 1.559 -1.515 -0.38
O -3.655 0.565 -0.507 -0.33
H -5.107 -0.668 -2.746 0.27
H -3.454 -1.286 -3.095 0.27
H -4.067 1.324 -3.672 0.33
H -2.490 0.848 -3.022 0.25
H -4.861 1.939 -1.450 0.27
H -3.140 2.385 -1.346 0.31
```

Its SMILES is CCO[C@@H](CCCI)OC=O.O=C1CCCO1. The calculation puts the HOMO-LUMO gap at 9.28 eV. The LUMO energy comes out at 0.3 eV. As for the molar mass: 358.2 g mol⁻¹. The relative energy (zero: lowest compared OMol25 entry of this formula, charge and spin) comes out at 3.477 eV. Its total charge is 0. The calculation puts the energy at -1104.2658 Ha.

=====

No. 5
Entry from the Open Molecules 2025 dataset: a structure of composition C11H19MnN2O4 (ωB97M-V/def2-TZVPD).

The geometry in XYZ format:
```
37
Properties=species:S:1:pos:R:3:mulliken_spin:R:1
Mn -0.536 1.797 0.238 1.05
C -1.671 -4.901 -0.397 0.00
O -0.662 -4.496 -1.313 0.00
C -0.277 -3.217 -1.315 0.00
C 0.740 -2.894 -2.244 0.00
C 1.198 -1.621 -2.308 0.00
C 0.699 -0.569 -1.484 0.01
C 1.275 0.733 -1.630 0.01
C 2.398 0.976 -2.599 0.00
O 0.902 1.755 -0.982 -0.01
C -0.345 -0.907 -0.545 -0.01
O -0.907 -0.072 0.285 -0.04
C -0.798 -2.241 -0.494 0.00
H -1.817 -5.963 -0.564 0.00
H -2.606 -4.370 -0.587 0.00
H -1.354 -4.734 0.634 0.00
H 1.129 -3.679 -2.877 0.00
H 1.976 -1.394 -3.022 0.00
H 3.250 0.330 -2.390 0.00
H 2.708 2.014 -2.520 0.00
H 2.075 0.777 -3.621 0.00
H -1.570 -2.455 0.230 0.00
C 1.721 2.581 3.931 0.00
C 0.497 2.261 3.109 0.00
O 0.805 2.301 1.688 0.00
H 1.456 2.605 4.988 0.00
H 2.133 3.552 3.658 0.00
H 2.489 1.815 3.804 0.00
H -0.286 3.003 3.253 0.00
H 0.098 1.273 3.342 0.00
H 1.711 1.999 1.547 0.00
N -2.513 2.451 0.760 -0.02
N -2.398 2.038 -0.621 0.01
H -3.362 2.112 1.204 0.00
H -2.525 3.465 0.800 0.00
H -2.923 2.604 -1.281 0.00
H -2.709 1.070 -0.676 0.00
```

The calculation puts the HOMO-LUMO gap (alpha / beta) at 8.07 / 8.20 eV. The LUMO energy (alpha / beta) comes out at -2.8 / -2.8 eV. Its spin multiplicity is 2. As for the molar mass: 298.2 g mol⁻¹. The relative energy (zero: lowest compared OMol25 entry of this formula, charge and spin) comes out at 0.167 eV. Its total charge is +1. The calculation puts the energy at -1991.7653 Ha.

=====

No. 6
Entry from the Open Molecules 2025 dataset: a cluster of 2 separate species, C11H19N in total (ωB97M-V/def2-TZVPD).

The geometry in XYZ format:
```
31
Properties=species:S:1:pos:R:3:mulliken_charge:R:1
C -2.783 2.006 0.400 -1.13
C -3.529 0.804 -0.197 -0.50
C -2.598 -0.170 -0.933 -0.61
C -2.018 -1.304 -0.053 0.55
C -1.366 -0.826 1.243 -1.13
N -1.108 -2.188 -0.790 -0.70
H -2.372 2.662 -0.381 0.33
H -3.435 2.662 0.998 0.34
H -1.940 1.705 1.040 0.24
H -4.071 0.296 0.606 0.32
H -4.307 1.153 -0.890 0.33
H -1.764 0.398 -1.402 0.24
H -3.129 -0.673 -1.766 0.31
H -2.865 -1.949 0.258 0.21
H -0.585 -0.088 1.063 -0.05
H -0.919 -1.684 1.751 0.35
H -2.111 -0.383 1.905 0.39
H -1.507 -2.441 -1.686 0.27
H -0.237 -1.690 -0.980 0.23
C 2.246 0.597 0.184 -0.11
C 3.209 1.417 -0.368 -0.48
C 4.514 0.977 -0.528 -0.33
C 4.850 -0.327 -0.162 -0.38
C 3.885 -1.140 0.395 -0.54
C 2.575 -0.689 0.573 -0.07
H 1.203 0.930 0.164 0.23
H 3.011 2.432 -0.726 0.32
H 5.280 1.663 -0.910 0.33
H 5.899 -0.618 -0.290 0.33
H 4.178 -2.173 0.569 0.33
H 1.794 -1.359 0.912 0.37
```

Its SMILES is CCC[C@H](C)N.c1ccccc1. The calculation puts the HOMO-LUMO gap at 10.18 eV. The LUMO energy comes out at 1.0 eV. As for the molar mass: 165.3 g mol⁻¹. The relative energy (zero: lowest compared OMol25 entry of this formula, charge and spin) comes out at 0.762 eV. Its total charge is 0. The calculation puts the energy at -485.2820 Ha.

=====

No. 7
Entry from the Open Molecules 2025 dataset: the ion C11H19N2 with charge +1 (ωB97M-V/def2-TZVPD).

The geometry in XYZ format:
```
32
Properties=species:S:1:pos:R:3:mulliken_charge:R:1
C 2.367 -1.084 -2.263 -0.54
C 1.419 -1.453 -1.292 -0.44
C 1.838 -0.025 -2.962 -0.80
C 0.445 -0.472 -1.338 0.80
C -1.900 1.359 0.728 -0.83
C -0.614 1.539 1.531 -1.19
C -1.549 0.919 -0.674 -0.87
C 0.286 0.342 1.451 1.82
C -0.331 -0.690 2.359 -1.77
C 1.692 0.456 1.257 -1.78
C -1.455 -1.505 -0.279 -1.57
N 0.743 0.397 -2.327 -0.14
N -0.702 -0.287 -0.628 0.35
H 3.302 -1.694 -2.416 0.37
H 1.440 -2.355 -0.569 0.32
H 2.308 0.400 -3.864 0.39
H -2.443 0.651 1.207 0.47
H -2.416 2.352 0.566 0.40
H -0.292 2.551 1.225 0.40
H -0.858 1.720 2.501 0.51
H -2.419 0.772 -1.391 0.38
H -1.176 1.858 -1.113 0.42
H 0.062 -1.799 2.228 0.32
H -1.404 -0.705 2.557 0.40
H 0.029 -0.516 3.285 0.60
H 2.234 0.958 2.146 0.39
H 2.077 1.191 0.385 0.30
H 2.148 -0.428 1.197 0.58
H -0.790 -2.246 -0.203 0.45
H -2.037 -1.525 0.588 0.46
H -2.143 -1.646 -0.989 0.52
H 0.141 0.964 -2.902 0.27
```

The calculation puts the HOMO-LUMO gap (alpha / beta) at 6.49 / 6.49 eV. The LUMO energy (alpha / beta) comes out at -4.5 / -4.5 eV. As for the molar mass: 179.3 g mol⁻¹. The relative energy (zero: lowest compared OMol25 entry of this formula, charge and spin) comes out at 4.453 eV. Its total charge is +1. The calculation puts the energy at -539.6673 Ha.

=====

Please write out number 5 again, unchanged.
Entry from the Open Molecules 2025 dataset: a structure of composition C11H19MnN2O4 (ωB97M-V/def2-TZVPD).

The geometry in XYZ format:
```
37
Properties=species:S:1:pos:R:3:mulliken_spin:R:1
Mn -0.536 1.797 0.238 1.05
C -1.671 -4.901 -0.397 0.00
O -0.662 -4.496 -1.313 0.00
C -0.277 -3.217 -1.315 0.00
C 0.740 -2.894 -2.244 0.00
C 1.198 -1.621 -2.308 0.00
C 0.699 -0.569 -1.484 0.01
C 1.275 0.733 -1.630 0.01
C 2.398 0.976 -2.599 0.00
O 0.902 1.755 -0.982 -0.01
C -0.345 -0.907 -0.545 -0.01
O -0.907 -0.072 0.285 -0.04
C -0.798 -2.241 -0.494 0.00
H -1.817 -5.963 -0.564 0.00
H -2.606 -4.370 -0.587 0.00
H -1.354 -4.734 0.634 0.00
H 1.129 -3.679 -2.877 0.00
H 1.976 -1.394 -3.022 0.00
H 3.250 0.330 -2.390 0.00
H 2.708 2.014 -2.520 0.00
H 2.075 0.777 -3.621 0.00
H -1.570 -2.455 0.230 0.00
C 1.721 2.581 3.931 0.00
C 0.497 2.261 3.109 0.00
O 0.805 2.301 1.688 0.00
H 1.456 2.605 4.988 0.00
H 2.133 3.552 3.658 0.00
H 2.489 1.815 3.804 0.00
H -0.286 3.003 3.253 0.00
H 0.098 1.273 3.342 0.00
H 1.711 1.999 1.547 0.00
N -2.513 2.451 0.760 -0.02
N -2.398 2.038 -0.621 0.01
H -3.362 2.112 1.204 0.00
H -2.525 3.465 0.800 0.00
H -2.923 2.604 -1.281 0.00
H -2.709 1.070 -0.676 0.00
```

The calculation puts the HOMO-LUMO gap (alpha / beta) at 8.07 / 8.20 eV. The LUMO energy (alpha / beta) comes out at -2.8 / -2.8 eV. Its spin multiplicity is 2. As for the molar mass: 298.2 g mol⁻¹. The relative energy (zero: lowest compared OMol25 entry of this formula, charge and spin) comes out at 0.167 eV. Its total charge is +1. The calculation puts the energy at -1991.7653 Ha.

=====

What did the fifth record say?
Entry from the Open Molecules 2025 dataset: a structure of composition C11H19MnN2O4 (ωB97M-V/def2-TZVPD).

The geometry in XYZ format:
```
37
Properties=species:S:1:pos:R:3:mulliken_spin:R:1
Mn -0.536 1.797 0.238 1.05
C -1.671 -4.901 -0.397 0.00
O -0.662 -4.496 -1.313 0.00
C -0.277 -3.217 -1.315 0.00
C 0.740 -2.894 -2.244 0.00
C 1.198 -1.621 -2.308 0.00
C 0.699 -0.569 -1.484 0.01
C 1.275 0.733 -1.630 0.01
C 2.398 0.976 -2.599 0.00
O 0.902 1.755 -0.982 -0.01
C -0.345 -0.907 -0.545 -0.01
O -0.907 -0.072 0.285 -0.04
C -0.798 -2.241 -0.494 0.00
H -1.817 -5.963 -0.564 0.00
H -2.606 -4.370 -0.587 0.00
H -1.354 -4.734 0.634 0.00
H 1.129 -3.679 -2.877 0.00
H 1.976 -1.394 -3.022 0.00
H 3.250 0.330 -2.390 0.00
H 2.708 2.014 -2.520 0.00
H 2.075 0.777 -3.621 0.00
H -1.570 -2.455 0.230 0.00
C 1.721 2.581 3.931 0.00
C 0.497 2.261 3.109 0.00
O 0.805 2.301 1.688 0.00
H 1.456 2.605 4.988 0.00
H 2.133 3.552 3.658 0.00
H 2.489 1.815 3.804 0.00
H -0.286 3.003 3.253 0.00
H 0.098 1.273 3.342 0.00
H 1.711 1.999 1.547 0.00
N -2.513 2.451 0.760 -0.02
N -2.398 2.038 -0.621 0.01
H -3.362 2.112 1.204 0.00
H -2.525 3.465 0.800 0.00
H -2.923 2.604 -1.281 0.00
H -2.709 1.070 -0.676 0.00
```

The calculation puts the HOMO-LUMO gap (alpha / beta) at 8.07 / 8.20 eV. The LUMO energy (alpha / beta) comes out at -2.8 / -2.8 eV. Its spin multiplicity is 2. As for the molar mass: 298.2 g mol⁻¹. The relative energy (zero: lowest compared OMol25 entry of this formula, charge and spin) comes out at 0.167 eV. Its total charge is +1. The calculation puts the energy at -1991.7653 Ha.

=====

Q: Among the records above, which one has the highest energy?
A: C11H19N

=====

Repeat the seventh record exactly.
Entry from the Open Molecules 2025 dataset: the ion C11H19N2 with charge +1 (ωB97M-V/def2-TZVPD).

The geometry in XYZ format:
```
32
Properties=species:S:1:pos:R:3:mulliken_charge:R:1
C 2.367 -1.084 -2.263 -0.54
C 1.419 -1.453 -1.292 -0.44
C 1.838 -0.025 -2.962 -0.80
C 0.445 -0.472 -1.338 0.80
C -1.900 1.359 0.728 -0.83
C -0.614 1.539 1.531 -1.19
C -1.549 0.919 -0.674 -0.87
C 0.286 0.342 1.451 1.82
C -0.331 -0.690 2.359 -1.77
C 1.692 0.456 1.257 -1.78
C -1.455 -1.505 -0.279 -1.57
N 0.743 0.397 -2.327 -0.14
N -0.702 -0.287 -0.628 0.35
H 3.302 -1.694 -2.416 0.37
H 1.440 -2.355 -0.569 0.32
H 2.308 0.400 -3.864 0.39
H -2.443 0.651 1.207 0.47
H -2.416 2.352 0.566 0.40
H -0.292 2.551 1.225 0.40
H -0.858 1.720 2.501 0.51
H -2.419 0.772 -1.391 0.38
H -1.176 1.858 -1.113 0.42
H 0.062 -1.799 2.228 0.32
H -1.404 -0.705 2.557 0.40
H 0.029 -0.516 3.285 0.60
H 2.234 0.958 2.146 0.39
H 2.077 1.191 0.385 0.30
H 2.148 -0.428 1.197 0.58
H -0.790 -2.246 -0.203 0.45
H -2.037 -1.525 0.588 0.46
H -2.143 -1.646 -0.989 0.52
H 0.141 0.964 -2.902 0.27
```

The calculation puts the HOMO-LUMO gap (alpha / beta) at 6.49 / 6.49 eV. The LUMO energy (alpha / beta) comes out at -4.5 / -4.5 eV. As for the molar mass: 179.3 g mol⁻¹. The relative energy (zero: lowest compared OMol25 entry of this formula, charge and spin) comes out at 4.453 eV. Its total charge is +1. The calculation puts the energy at -539.6673 Ha.